1.
Density functional theory data (the ωB97M-V functional and the def2-TZVPD basis) for a structure of composition C30H45BrN2OsP2 at a distorted geometry.

```
! wB97M-V def2-TZVPD RIJCOSX def2/J DEFGRID3
* xyz 4 5
N -5.893 3.708 -5.030
C -5.883 4.021 -3.727
C -5.069 3.399 -2.771
C -4.188 2.361 -3.205
C -4.373 1.915 -4.539
C -5.150 2.669 -5.418
C -3.060 1.786 -2.485
Os -1.815 0.648 -1.356
P 3.897 -0.672 -0.915
C -1.939 1.193 -3.188
C -0.632 1.698 -2.760
C 0.604 1.597 -3.489
C 1.735 2.319 -3.126
C 1.657 3.296 -2.114
C 0.505 3.356 -1.327
C -0.689 2.630 -1.657
Br 3.097 4.305 -1.591
H -3.073 1.988 -1.359
H -2.051 0.563 -4.065
H -5.070 3.799 -1.764
H -3.797 1.082 -4.925
H -6.520 4.876 -3.479
H -5.113 2.432 -6.480
H 0.700 0.931 -4.341
H -1.595 3.217 -1.422
H 2.714 2.150 -3.575
H 0.505 4.036 -0.476
P -1.221 -1.462 -1.670
C 4.277 1.098 -0.826
C 5.715 1.385 -1.254
H 4.092 1.426 0.208
H 3.543 1.605 -1.465
H 5.915 2.455 -1.162
H 6.428 0.848 -0.619
H 5.886 1.093 -2.295
C 3.322 -1.021 -2.596
C 4.405 -1.783 -3.374
H 3.045 -0.080 -3.090
H 2.421 -1.636 -2.499
H 4.114 -1.897 -4.423
H 5.373 -1.268 -3.341
H 4.539 -2.788 -2.955
C 2.745 -0.982 0.439
C 3.571 -1.581 1.588
H 1.962 -1.669 0.092
H 2.283 -0.020 0.711
H 2.962 -2.230 2.217
H 4.402 -2.179 1.194
H 3.999 -0.800 2.222
C -0.612 -2.434 -0.245
C -1.282 -3.782 -0.039
H -0.673 -1.798 0.643
H 0.457 -2.587 -0.438
H -2.333 -3.693 0.251
H -1.220 -4.410 -0.936
H -0.762 -4.318 0.759
C 0.003 -1.875 -2.934
C -0.449 -2.439 -4.278
H 0.652 -2.630 -2.473
H 0.608 -0.972 -3.083
H -0.993 -3.386 -4.152
H -1.077 -1.748 -4.857
H 0.441 -2.669 -4.882
C -2.797 -2.203 -2.198
C -3.920 -1.469 -1.464
H -2.756 -3.267 -1.943
H -2.890 -2.133 -3.288
H -4.740 -1.229 -2.161
H -4.319 -2.090 -0.641
H -3.565 -0.484 -1.007
C -1.472 0.737 3.617
C -0.706 1.568 2.810
C -0.876 1.497 1.429
N -1.733 0.625 0.854
C -2.539 -0.148 1.644
C -2.445 -0.085 3.046
H -1.357 0.762 4.694
H 0.000 2.299 3.181
H -0.390 2.172 0.718
H -3.315 -0.758 1.138
H -3.180 -0.672 3.621
*
```

Calculated values
E_HOMO (alpha / beta) = -18.9 / -19.7 eV
Relative energy (zero: lowest compared OMol25 entry of this formula, charge and spin) = 1.5914 eV
Lowest unoccupied orbital energy (alpha / beta) = -0.4839 / -0.5332 Eh
Electronic energy = -125859.547 eV

2.
Density functional theory data (the ωB97M-V functional and the def2-TZVPD basis) for a structure of composition C30H45F5GaP2S at a distorted geometry.

```
! wB97M-V def2-TZVPD RIJCOSX def2/J DEFGRID3
* xyz 1 1
Ga -1.129 0.359 -0.293
C 2.058 1.102 -1.547
C 1.405 2.276 -1.086
C 2.339 1.238 0.735
C 2.675 0.483 -0.424
C 1.577 2.362 0.321
C 2.073 0.606 -2.946
H 1.140 0.867 -3.473
H 2.216 -0.483 -2.976
H 2.905 1.062 -3.512
C 3.511 -0.737 -0.423
H 3.621 -1.143 -1.436
H 3.061 -1.507 0.222
H 4.510 -0.521 -0.029
C 2.730 0.912 2.124
H 3.652 1.435 2.417
H 2.902 -0.165 2.221
H 1.932 1.194 2.829
C 1.061 3.441 1.198
H 1.762 4.296 1.219
H 0.945 3.092 2.231
H 0.092 3.824 0.835
C 0.671 3.244 -1.932
H 1.370 3.901 -2.484
H 0.022 3.898 -1.338
H 0.051 2.740 -2.688
C -3.283 0.640 -1.549
C -2.423 1.318 -2.378
C -2.826 2.559 -3.118
C -2.896 3.881 -2.298
C -2.603 3.742 -0.828
C -3.409 3.080 0.009
C -4.725 2.498 -0.431
C -4.656 1.167 -1.221
H -3.797 2.439 -3.626
H -3.894 4.322 -2.480
H -2.090 2.727 -3.915
H -5.266 1.301 -2.136
H -3.191 -0.460 -1.386
H -1.475 0.864 -2.735
H -5.171 0.401 -0.623
H -5.330 2.317 0.473
H -3.273 3.146 1.099
H -5.313 3.212 -1.038
H -2.168 4.595 -2.729
H -1.811 4.404 -0.457
P -0.414 -2.211 -1.481
C 1.128 -3.143 -1.755
H 0.858 -4.074 -2.261
H 1.606 -3.376 -0.794
H 1.825 -2.566 -2.377
C -1.505 -3.511 -0.807
H -1.418 -4.378 -1.464
H -2.542 -3.140 -0.787
H -1.176 -3.757 0.215
C -1.011 -2.019 -3.204
H -2.032 -1.607 -3.205
H -0.993 -3.006 -3.674
H -0.347 -1.321 -3.742
P -1.560 -0.115 2.396
C -1.540 1.585 3.051
H -2.383 1.694 3.734
H -1.629 2.312 2.222
H -0.590 1.770 3.579
C -3.340 -0.450 2.231
H -3.852 0.438 1.843
H -3.719 -0.715 3.222
H -3.490 -1.285 1.533
C -1.048 -1.120 3.819
H -1.700 -0.898 4.662
H -0.004 -0.923 4.088
H -1.102 -2.186 3.572
F 5.706 -4.744 4.541
C 4.633 -4.245 3.901
C 4.218 -4.813 2.697
F 4.885 -5.865 2.173
C 3.122 -4.278 2.042
F 2.749 -4.804 0.856
C 2.387 -3.171 2.540
S 1.083 -2.501 1.696
C 2.856 -2.643 3.769
F 2.219 -1.569 4.296
C 3.957 -3.148 4.443
F 4.377 -2.582 5.592
*
```

Calculated values
E_HOMO (alpha / beta) = -9.5 / -9.4 eV
Lowest unoccupied orbital energy (alpha / beta) = -0.1329 / -0.1950 Eh
Electronic energy = -127205.956 eV